Arrangement w

Formula: C6H7FO
Source: OMol25
Level of theory: wB97M-V/def2-TZVPD

Each line ends with the natural charge from an NBO analysis.
CARTESIAN COORDINATES (ANGSTROEM)
C (-2.19, 1.52, 0.03)  -0.460
C (-0.91, 1.21, 0.02)  0.378
F (0.01, 2.24, 0.08)  -0.343
C (-0.24, -0.09, 0.05)  -0.107
C (-0.85, -1.25, -0.20)  -0.323
C (1.25, -0.01, 0.35)  0.032
C (2.19, -1.05, -0.16)  -0.121
O (2.15, 0.27, -0.72)  -0.483
H (-2.92, 0.72, 0.22)  0.207
H (-2.65, 2.51, -0.03)  0.229
H (-1.92, -1.27, -0.26)  0.201
H (-0.34, -2.21, -0.18)  0.207
H (1.56, 0.49, 1.24)  0.201
H (1.76, -1.83, -0.85)  0.189
H (3.11, -1.24, 0.42)  0.194

Summary:
Multiplicity ... 1
HOMO-LUMO gap ... 9.73 eV
LUMO energy ... 0.411 eV
HOMO energy ... -9.3 eV

Arrangement x

Formula: C6H7FO
Source: OMol25
Level of theory: wB97M-V/def2-TZVPD

Each line ends with the natural charge from an NBO analysis.
CARTESIAN COORDINATES (ANGSTROEM)
C (1.02, -0.48, -0.47)  0.097
C (0.46, 1.03, -0.41)  -0.274
C (0.54, 1.08, 1.06)  -0.375
C (0.03, -0.38, 0.81)  -0.303
C (-1.26, -0.13, -0.09)  0.410
C (-1.00, 0.84, -0.86)  -0.321
H (2.76, -0.08, -0.93)  0.460
H (0.67, -1.26, -1.34)  0.175
H (1.00, 1.92, -0.62)  0.208
H (1.54, 1.14, 1.31)  0.212
H (-0.09, 1.73, 1.61)  0.217
H (0.02, -1.46, 1.27)  0.230
H (-1.57, 1.70, -1.53)  0.252
O (2.30, -0.95, -0.15)  -0.668
F (-2.38, -0.86, 0.14)  -0.320

Summary:
Multiplicity ... 1
HOMO-LUMO gap ... 9.90 eV
LUMO energy ... 0.358 eV
HOMO energy ... -9.5 eV

The least stable of them is arrangement x.

Arrangement w

Formula: C7H7ClO3
Source: OMol25
Level of theory: wB97M-V/def2-TZVPD

Each line ends with the natural charge from an NBO analysis.
CARTESIAN COORDINATES (ANGSTROEM)
C (1.67, 1.06, 0.05)  -0.153
C (1.50, 0.09, 1.01)  -0.236
C (0.74, 1.21, -1.02)  -0.229
C (0.39, -0.73, 0.96)  -0.125
C (-0.37, 0.39, -1.02)  -0.109
C (-0.54, -0.63, -0.03)  -0.226
C (-1.68, -1.45, -0.01)  0.773
O (-1.65, -2.65, 0.56)  -0.631
O (-3.12, -0.14, -1.30)  -0.528
O (-2.72, -1.29, -0.69)  -0.171
Cl (-2.49, 1.83, 0.84)  -0.337
H (2.57, 1.75, 0.07)  0.223
H (2.31, -0.11, 1.84)  0.230
H (0.88, 2.05, -1.67)  0.227
H (0.21, -1.53, 1.69)  0.228
H (-0.94, 0.27, -1.94)  0.252
H (-2.43, -3.11, 0.49)  0.504
H (-2.80, 1.46, -0.34)  0.308

Summary:
Multiplicity ... 1
HOMO-LUMO gap (spin up / spin down) ... 8.27 / 8.27 eV
LUMO energy (spin up / spin down) ... -0.566 / -0.566 eV
HOMO energy (spin up / spin down) ... -8.8 / -8.8 eV

Arrangement x

Formula: C7H7ClO3
Source: OMol25
Level of theory: wB97M-V/def2-TZVPD

Each line ends with the natural charge from an NBO analysis.
CARTESIAN COORDINATES (ANGSTROEM)
O (-0.12, 0.00, 3.19)  -0.702
C (0.94, -0.15, 2.26)  -0.083
C (0.54, -0.05, 0.79)  -0.053
C (-0.75, -0.39, 0.41)  -0.299
C (-1.21, -0.33, -0.93)  0.255
O (-2.41, -0.69, -1.44)  -0.680
C (-0.30, 0.10, -1.89)  0.202
O (-0.58, 0.29, -3.23)  -0.649
C (1.01, 0.44, -1.48)  -0.050
Cl (2.10, 0.90, -2.73)  0.026
C (1.41, 0.47, -0.15)  -0.257
H (-0.28, 0.95, 3.17)  0.464
H (1.22, -1.22, 2.39)  0.193
H (1.79, 0.56, 2.45)  0.179
H (-1.28, -0.86, 1.22)  0.232
H (-3.06, -0.80, -0.65)  0.499
H (-1.45, -0.09, -3.33)  0.489
H (2.43, 0.87, -0.04)  0.233

Summary:
Multiplicity ... 1
HOMO-LUMO gap ... 8.98 eV
LUMO energy ... 0.400 eV
HOMO energy ... -8.6 eV

The least stable of them is arrangement w.

Arrangement w

Formula: CdI
Source: OMol25
Level of theory: wB97M-V/def2-TZVPD

Each line ends with the natural charge from an NBO analysis.
CARTESIAN COORDINATES (ANGSTROEM)
Cd (0.40, -0.71, -1.12)  1.199
I (-0.40, 0.71, 1.12)  -0.199

Summary:
Multiplicity ... 1
HOMO-LUMO gap ... 6.24 eV
Charge ... +1
LUMO energy ... -8.470 eV
HOMO energy ... -14.7 eV

Arrangement x

Formula: CdI
Source: OMol25
Level of theory: wB97M-V/def2-TZVPD

Each line ends with the natural charge from an NBO analysis.
CARTESIAN COORDINATES (ANGSTROEM)
Cd (-0.60, -0.57, -0.58)  1.306
I (0.60, 0.57, 0.58)  -0.306

Summary:
Multiplicity ... 1
HOMO-LUMO gap ... 8.23 eV
Charge ... +1
LUMO energy ... -7.562 eV
HOMO energy ... -15.8 eV

The least stable of them is arrangement x.

Arrangement w

Formula: C33H34BF4O19
Source: OMol25
Level of theory: wB97M-V/def2-TZVPD

Each line ends with the Mulliken charge.
CARTESIAN COORDINATES (ANGSTROEM)
B (12.75, 2.30, 5.64)  0.242
F (13.30, 1.85, 4.40)  -0.511
F (11.51, 2.90, 5.37)  -0.581
F (12.58, 1.21, 6.43)  -0.272
F (13.54, 3.16, 6.32)  0.167
C (18.98, 5.27, 6.56)  -0.531
C (19.17, 4.46, 5.27)  -0.039
C (18.05, 3.88, 4.63)  0.908
O (18.05, 3.32, 3.49)  -0.686
C (16.73, 3.76, 5.25)  -1.393
C (16.59, 4.61, 6.65)  0.273
C (17.67, 5.36, 7.23)  0.412
O (17.64, 5.94, 8.30)  -0.557
O (15.52, 4.51, 7.45)  -0.468
O (20.41, 4.44, 4.67)  -0.552
H (19.91, 5.73, 6.99)  0.367
H (16.01, 3.26, 4.94)  1.425
H (14.87, 3.80, 7.22)  0.528
H (20.31, 3.78, 3.89)  0.353
C (15.11, -3.80, 4.44)  -0.328
C (14.89, -2.41, 3.87)  0.264
C (15.96, -1.51, 3.75)  0.644
O (15.97, -0.32, 3.24)  -0.567
C (17.36, -1.99, 3.82)  -0.798
C (17.57, -3.47, 4.27)  0.128
C (16.44, -4.40, 4.57)  0.664
O (16.67, -5.56, 4.97)  -0.619
O (18.89, -3.99, 4.45)  -0.498
O (13.62, -1.90, 3.68)  -0.342
H (14.18, -4.43, 4.51)  0.336
H (18.22, -1.39, 3.62)  0.492
H (18.76, -4.87, 4.52)  0.314
H (13.49, -1.04, 3.98)  0.245
C (8.80, 1.31, 0.35)  -0.569
C (8.88, -0.13, 0.91)  0.151
C (9.59, -0.25, 2.18)  0.729
O (9.61, -1.41, 2.68)  -0.596
C (10.33, 0.81, 2.75)  -1.197
C (10.30, 2.23, 2.12)  0.592
C (9.38, 2.37, 0.95)  0.159
O (9.29, 3.46, 0.36)  -0.593
O (10.62, 3.32, 2.85)  -0.443
O (8.23, -1.18, 0.37)  -0.540
H (8.24, 1.28, -0.57)  0.446
H (10.79, 0.68, 3.57)  1.076
H (11.04, 3.27, 3.81)  0.453
H (8.12, -2.00, 0.84)  0.352
C (8.67, -4.63, 5.30)  -0.972
C (9.84, -5.47, 4.78)  0.130
C (11.22, -5.05, 5.02)  1.248
O (12.08, -5.89, 4.74)  -0.715
C (11.41, -3.73, 5.72)  -1.045
C (10.13, -2.72, 5.93)  0.602
C (8.86, -3.39, 5.94)  0.256
O (7.96, -2.85, 6.48)  -0.512
O (10.39, -1.39, 6.23)  -0.275
O (9.78, -6.74, 4.09)  -0.520
H (7.71, -4.88, 5.18)  0.608
H (12.37, -3.42, 5.89)  0.731
H (11.32, -1.11, 6.01)  0.158
H (10.62, -6.94, 3.91)  0.343
C (14.74, 4.68, 1.87)  -0.691
C (14.12, 5.93, 2.40)  0.472
O (13.84, 6.85, 1.70)  -0.603
C (13.76, 5.92, 3.91)  0.098
H (15.85, 4.66, 2.19)  0.085
H (14.65, 4.88, 0.79)  0.392
H (14.30, 3.82, 2.36)  0.073
H (13.31, 4.96, 4.22)  -0.290
H (13.18, 6.75, 4.34)  0.247
H (14.82, 6.08, 4.48)  0.055
C (12.48, 6.56, 6.98)  -0.398
C (13.00, 8.02, 6.85)  0.880
O (14.13, 8.22, 6.58)  -0.480
C (12.18, 9.11, 7.39)  -1.401
H (13.43, 5.95, 6.89)  -0.138
H (12.01, 6.41, 5.99)  0.205
H (11.84, 6.35, 7.96)  0.392
H (11.70, 9.90, 6.42)  0.223
H (12.83, 9.66, 8.12)  0.268
H (11.36, 8.81, 7.74)  0.531
C (10.34, 2.03, 9.51)  -0.890
C (8.89, 1.75, 9.77)  0.905
O (8.27, 2.54, 10.41)  -0.567
C (8.28, 0.49, 9.37)  -1.427
H (10.49, 1.75, 8.32)  -0.005
H (10.90, 1.23, 9.93)  0.344
H (10.74, 2.90, 9.78)  0.434
H (8.98, -0.49, 9.57)  0.200
H (8.17, 0.47, 8.41)  0.420
H (7.39, 0.33, 9.68)  0.591

Summary:
Multiplicity ... 1
HOMO-LUMO gap ... 5.78 eV
Charge ... -1
LUMO energy ... -0.872 eV
HOMO energy ... -6.7 eV

Arrangement x

Formula: C33H34BF4O19
Source: OMol25
Level of theory: wB97M-V/def2-TZVPD

Each line ends with the Mulliken charge.
CARTESIAN COORDINATES (ANGSTROEM)
B (0.62, 0.21, -0.31)  0.671
F (-0.71, -0.10, -0.23)  -0.399
F (1.07, -0.07, -1.60)  -0.489
F (0.91, 1.46, 0.10)  -0.151
F (1.32, -0.76, 0.43)  -0.449
C (-0.67, -5.09, 3.09)  -0.772
C (-1.91, -4.18, 3.22)  0.259
C (-1.86, -2.75, 3.01)  0.930
O (-2.83, -2.00, 3.25)  -0.733
C (-0.52, -2.20, 2.67)  -0.012
C (0.70, -3.18, 2.40)  0.460
C (0.59, -4.64, 2.82)  0.148
O (1.53, -5.39, 2.83)  -0.626
O (1.94, -2.68, 2.10)  -0.582
O (-3.06, -4.67, 3.65)  -0.621
H (-0.59, -6.13, 3.24)  0.416
H (-0.51, -1.03, 2.38)  0.062
H (1.78, -1.85, 1.48)  0.750
H (-3.70, -3.80, 3.57)  0.422
C (-2.58, 2.51, -5.84)  -1.170
C (-2.36, 3.85, -5.07)  0.360
C (-1.38, 3.85, -3.98)  0.770
O (-1.22, 4.82, -3.24)  -0.656
C (-0.61, 2.69, -3.71)  -0.444
C (-0.97, 1.43, -4.38)  0.404
C (-1.85, 1.32, -5.47)  0.459
O (-2.02, 0.24, -6.05)  -0.585
O (-0.33, 0.24, -4.04)  -0.449
O (-3.07, 4.90, -5.37)  -0.610
H (-3.22, 2.44, -6.49)  0.798
H (0.15, 2.57, -2.90)  0.489
H (-0.25, 0.36, -3.07)  0.029
H (-3.21, 5.78, -4.66)  0.425
C (1.80, -6.05, -1.92)  -0.843
C (0.58, -6.17, -1.11)  0.214
C (-0.18, -5.03, -0.74)  0.638
O (-1.21, -5.21, -0.10)  -0.628
C (0.41, -3.77, -0.83)  0.197
C (1.66, -3.56, -1.65)  -0.003
C (2.31, -4.73, -2.30)  0.618
O (3.29, -4.73, -3.09)  -0.618
O (2.29, -2.41, -1.90)  -0.520
O (0.15, -7.45, -0.78)  -0.590
H (2.54, -6.78, -2.32)  0.335
H (-0.08, -2.89, -0.29)  0.470
H (1.75, -1.85, -1.45)  0.270
H (-0.62, -7.23, -0.25)  0.343
C (-2.01, 7.16, 2.69)  -0.569
C (-3.25, 6.75, 1.87)  0.153
C (-3.11, 5.62, 0.93)  0.966
O (-4.10, 5.22, 0.37)  -0.650
C (-1.85, 4.93, 0.83)  -0.404
C (-0.65, 5.38, 1.72)  0.722
C (-0.76, 6.48, 2.63)  0.147
O (0.21, 6.99, 3.19)  -0.556
O (0.37, 4.55, 1.69)  -0.398
O (-4.48, 7.30, 1.88)  -0.477
H (-2.18, 7.92, 3.53)  0.285
H (-1.79, 4.05, 0.05)  0.095
H (0.57, 3.77, 1.12)  0.352
H (-5.03, 7.04, 1.23)  0.324
C (5.21, 0.23, -0.78)  -0.721
C (5.47, 1.59, -0.50)  0.750
O (6.60, 2.09, -0.29)  -0.634
C (4.26, 2.43, -0.35)  -0.501
H (4.59, -0.36, -0.12)  0.053
H (6.10, -0.40, -1.04)  0.372
H (4.50, 0.09, -1.87)  0.191
H (3.39, 2.11, 0.42)  -0.167
H (3.80, 2.53, -1.31)  0.383
H (4.67, 3.42, 0.15)  0.264
C (3.97, 1.18, 3.24)  -1.243
C (3.01, 0.86, 4.35)  0.477
O (2.89, 1.67, 5.29)  -0.621
C (2.03, -0.22, 4.23)  -0.460
H (3.62, 1.94, 2.77)  0.315
H (4.38, 0.39, 2.66)  0.332
H (4.95, 1.39, 3.45)  0.685
H (1.67, -0.43, 3.29)  -0.427
H (1.16, -0.09, 4.63)  0.725
H (2.27, -1.28, 4.63)  0.303
C (-2.92, -1.83, -2.19)  -0.762
C (-3.86, -2.67, -1.51)  0.696
O (-4.38, -3.74, -2.01)  -0.647
C (-4.13, -2.45, 0.07)  -1.020
H (-2.73, -2.23, -3.21)  0.386
H (-1.98, -1.71, -1.49)  -0.092
H (-3.31, -0.88, -2.43)  0.449
H (-5.12, -1.98, 0.06)  0.472
H (-3.44, -1.72, 0.46)  0.212
H (-4.52, -3.41, 0.56)  0.255

Summary:
Multiplicity ... 1
HOMO-LUMO gap ... 6.36 eV
Charge ... -1
LUMO energy ... -0.451 eV
HOMO energy ... -6.8 eV

The least stable of them is arrangement w.

Arrangement w

Formula: C3H9N3O2
Source: OMol25
Level of theory: wB97M-V/def2-TZVPD

Each line ends with the natural charge from an NBO analysis.
CARTESIAN COORDINATES (ANGSTROEM)
C (1.65, -1.55, 0.15)  -0.487
C (-0.17, 0.14, 0.07)  0.333
C (-0.82, 1.29, 0.00)  -0.115
H (2.01, -1.91, -1.00)  0.185
H (0.52, -1.92, 0.54)  0.299
H (2.57, -1.82, 0.79)  0.202
H (2.57, 1.24, 0.38)  0.463
H (-1.42, 1.34, -1.04)  0.208
H (-1.54, 1.21, 0.97)  0.218
H (0.59, 2.61, -0.53)  0.479
H (-2.81, -0.86, 1.18)  0.334
H (-2.96, -1.53, -1.05)  0.377
N (1.26, -0.10, 0.06)  -0.140
N (-0.86, -0.91, -0.14)  -0.391
N (-2.37, -0.59, -0.16)  -0.719
O (1.99, 0.89, -0.38)  -0.540
O (-0.22, 2.48, 0.16)  -0.708

Summary:
Multiplicity ... 1
HOMO-LUMO gap ... 8.60 eV
LUMO energy ... 0.430 eV
HOMO energy ... -8.2 eV

Arrangement x

Formula: C3H9N3O2
Source: OMol25
Level of theory: wB97M-V/def2-TZVPD

Each line ends with the natural charge from an NBO analysis.
CARTESIAN COORDINATES (ANGSTROEM)
C (-1.80, 0.75, -1.09)  0.121
C (1.87, 0.64, 0.42)  -0.425
N (-0.47, -1.72, 0.53)  -0.425
N (0.43, 0.80, 0.60)  -0.736
C (-0.40, -0.77, 1.37)  0.785
N (0.19, -1.86, -0.65)  -0.661
O (-2.23, -0.28, -0.57)  -0.437
O (-0.71, -0.53, 2.49)  -0.601
H (0.23, 1.43, 1.36)  0.405
H (-0.02, -1.11, -1.32)  0.319
H (-0.08, -2.76, -1.04)  0.371
H (-2.17, 1.74, -0.76)  0.141
H (-0.15, 1.15, -0.35)  0.373
H (-1.43, 0.75, -2.13)  0.135
H (2.37, 1.59, 0.17)  0.189
H (2.30, 0.25, 1.34)  0.220
H (2.08, -0.07, -0.38)  0.226

Summary:
Multiplicity ... 1
HOMO-LUMO gap (spin up / spin down) ... 7.09 / 7.09 eV
LUMO energy (spin up / spin down) ... -0.444 / -0.444 eV
HOMO energy (spin up / spin down) ... -7.5 / -7.5 eV

The least stable of them is arrangement w.